Entry 1:
Entry from the OMol25 dataset: a molecular structure, C4H7NO (the ωB97M-V functional and the def2-TZVPD basis).

Positions of all 13 atoms, in Å:
O  -1.16659  -1.35801  0.15262
N  0.25670  -0.01804  1.74903
C  0.86643  0.03056  0.54207
C  -0.11948  -0.77754  -0.50703
C  -0.47374  0.46892  -1.34624
C  0.12709  1.15366  -0.18482
H  0.11585  0.52734  -2.26573
H  1.94082  -0.12244  0.38450
H  0.88995  0.21789  2.51256
H  0.52393  -1.48450  -1.04374
H  -0.42099  1.85654  0.44325
H  -1.00336  -1.11578  1.10241
H  -1.53659  0.62140  -1.53887

Output
charge	0
M	85.11	u
DFT total energy	-286.44275	Ha
gap between HOMO and LUMO (alpha / beta)	8.71 / 7.77	eV
energy above the lowest of the compared OMol25 structures with the same formula, charge and spin	118.5	kcal per mole



Entry 2:
Entry from the OMol25 dataset: 5 unconnected molecules or ions with the total composition C5H18O6 (the ωB97M-V functional and the def2-TZVPD basis).

Positions of all 29 atoms, in Å:
O  -1.86477  -0.14361  3.32323
O  -0.15006  1.05670  0.98454
O  -0.45752  0.62980  -3.51012
O  0.33742  2.34884  -1.57799
O  -2.22800  0.38357  0.43424
O  2.71974  1.89468  -0.25075
C  0.51995  -3.13408  -0.49092
C  -0.35606  -0.78630  -0.48569
C  -0.90437  0.29412  0.41191
C  1.53087  -1.56640  1.21048
C  0.29826  -1.85794  0.35291
H  2.29648  -0.97746  0.70628
H  -1.30275  0.20111  2.60945
H  0.28643  -0.16536  -1.12249
H  1.29364  2.33101  -1.37339
H  2.60223  2.36846  0.59468
H  -2.58514  1.18838  0.82677
H  2.08270  -2.46003  1.46474
H  -0.97252  1.26085  -3.02125
H  -1.15493  -1.14270  -1.12425
H  2.09634  1.18082  -0.07002
H  0.30553  1.15095  -3.74654
H  0.17747  3.14525  -1.07264
H  1.17007  -1.13479  2.14746
H  -0.53317  -2.15840  1.02336
H  -0.43329  -3.67353  -0.50578
H  1.14724  -3.88531  0.00570
H  0.99472  -2.90108  -1.43848
H  -1.36879  -0.85791  3.71585

Output
charge	0
M	174.19	u
DFT total energy	-652.74577	Ha
structure (SMILES)	CC(C)CC(=O)O.O.O.O.O
gap between HOMO and LUMO	11.07	eV
energy above the lowest of the compared OMol25 structures with the same formula, charge and spin	0.0	kcal per mole



Entry 3:
Entry from the OMol25 dataset: a molecular structure, C22H35NO2P2S2Tc (the ωB97M-V functional and the def2-TZVPD basis).

Positions of all 65 atoms, in Å:
Tc  -0.18336  -0.54788  0.05614
S  1.57828  0.27255  -1.32348
S  2.33094  -3.44524  0.41151
P  -1.85890  -0.11756  -1.47128
P  -1.56833  1.02926  1.08958
O  2.07519  -3.79817  1.79149
O  2.10877  -4.38309  -0.65394
N  1.51510  -1.88310  -0.04156
C  -6.41785  1.57939  -1.81453
C  -3.09357  1.62449  0.22113
C  -2.33226  -1.56953  -2.42018
C  3.88553  -2.63716  0.19332
C  -2.31555  0.09298  2.44313
C  3.73695  -1.44866  -0.53432
C  4.77733  -0.51984  -0.59143
C  -5.72086  3.82551  0.27724
C  -7.62682  1.72743  -0.95280
C  -3.40394  0.79705  -1.00871
C  -1.25052  1.09892  -2.70671
C  -7.31772  1.87948  0.55199
C  -6.09565  2.69042  0.88319
C  5.95530  -0.79871  0.09922
C  -5.73984  2.58384  -2.38322
C  6.14686  -2.02759  0.75152
C  -0.87700  2.55735  1.71333
C  -6.46176  4.50772  -0.82806
C  0.84990  0.10571  1.75658
C  5.12882  -3.00399  0.71167
C  -6.06239  4.04545  -2.24593
C  2.35621  -1.12249  -0.72346
H  1.75983  0.69904  1.54468
H  4.63963  0.43110  -1.11703
H  -1.70586  3.10328  2.16800
H  -1.62957  0.13629  3.28750
H  -2.50094  -0.95191  2.17503
H  -3.74880  1.46414  -1.81129
H  1.20807  -0.86897  2.12198
H  -2.93712  2.68433  -0.02809
H  -3.25582  0.57638  2.70982
H  -0.46009  3.12695  0.87396
H  -7.53948  4.37290  -0.68901
H  -0.46576  0.62220  -3.30521
H  -2.06979  1.42418  -3.36378
H  -5.55962  2.31301  1.75969
H  5.29824  -4.01617  1.07960
H  -8.23636  0.82230  -1.07527
H  -6.87918  4.29781  -2.94311
H  -4.85050  4.39079  0.62022
H  -4.24736  0.11812  -0.82746
H  7.07785  -2.21752  1.30630
H  -8.19639  2.32808  1.04619
H  0.39187  0.57053  2.63381
H  -1.45626  -1.86819  -3.01198
H  -3.17332  -1.39537  -3.10224
H  -0.83461  1.98025  -2.20144
H  -3.92831  1.59834  0.93035
H  -8.21719  2.58226  -1.29766
H  -2.58933  -2.38476  -1.73244
H  -6.14898  0.53504  -2.00028
H  -5.18831  4.62247  -2.60296
H  6.74989  -0.05283  0.13968
H  -0.10087  2.37705  2.45937
H  -6.24399  5.58249  -0.76195
H  -7.20370  0.88313  1.02082
H  -4.91535  2.40043  -3.08307

Output
2S+1	4
charge	+2
M	569.61	u
DFT total energy	-2623.66973	Ha
gap between HOMO and LUMO (alpha / beta)	6.54 / 2.42	eV
energy above the lowest of the compared OMol25 structures with the same formula, charge and spin	0.0	kcal per mole



Entry 4:
Entry from the OMol25 dataset: a molecular structure, C31H43BiN8OS4SeSi (the ωB97M-V functional and the def2-TZVPD basis).

Positions of all 90 atoms, in Å:
Bi  14.75006  11.92131  9.85572
Se  13.36589  10.12420  8.05988
S  12.87113  13.58875  9.72515
S  13.43479  10.75185  12.29665
S  15.79297  13.50632  7.87450
S  17.12435  8.68328  10.04629
Si  11.98695  16.79733  10.18258
O  16.85171  10.09662  9.64171
N  14.93382  14.06488  11.29302
N  11.27985  9.50857  9.89156
N  10.49133  10.19355  7.95254
N  12.02226  12.88878  13.15024
N  18.04626  13.70163  6.40318
N  16.17891  12.03493  13.75873
N  18.11831  12.12247  7.92486
N  13.94353  12.72208  14.19962
C  18.32949  8.71423  11.37615
C  19.49370  12.31485  7.53173
C  13.80624  14.63129  10.81196
C  17.35765  13.07096  7.38650
C  10.41414  15.79538  10.41324
C  10.44543  10.68426  6.60732
C  7.72527  9.02868  10.76394
C  19.32923  13.04889  6.21699
C  18.22060  7.95255  8.73504
C  7.18744  9.43931  9.54756
C  9.87921  9.41065  9.96150
C  16.67264  11.92078  16.50190
C  17.71972  11.65674  15.62095
C  12.37424  17.05441  8.40035
C  8.00065  9.84208  8.45686
C  13.28447  13.83323  14.66749
C  17.65884  14.94582  5.85908
C  15.24451  12.28336  14.66914
C  15.42689  16.11531  12.44842
C  13.18315  12.11926  13.25135
C  11.61123  9.93967  8.65821
C  10.79943  12.48846  12.49608
C  12.12381  13.99297  14.00704
C  15.75422  14.82069  12.06872
C  9.40046  9.86244  8.72719
C  17.40173  11.73660  14.28190
C  15.44081  12.23912  16.03758
C  9.08425  9.06744  11.01466
C  11.72276  18.48646  10.94571
C  14.24182  16.64689  11.98496
C  13.41664  15.92961  11.09216
H  9.48136  8.66277  11.90985
H  20.03438  12.97863  8.21571
H  20.11597  13.78519  6.03470
H  10.83799  18.96099  10.49631
H  9.63811  16.19868  9.74978
H  9.47937  11.17878  6.45185
H  17.81857  11.39063  8.55759
H  19.10314  8.63706  8.69335
H  11.89421  9.40809  10.64274
H  18.19831  11.74774  13.54381
H  13.19674  17.73407  8.17702
H  7.03531  8.75762  11.57817
H  11.50654  17.45169  7.91195
H  18.73400  11.44710  15.92115
H  17.59814  7.96625  7.79916
H  19.29531  12.39432  5.34210
H  19.99607  11.34850  7.37181
H  10.92690  12.47443  11.40363
H  6.11067  9.43530  9.43673
H  14.66180  12.37202  16.80680
H  7.59611  10.25704  7.53802
H  18.47197  6.95872  9.07124
H  10.58197  14.82486  9.95737
H  16.64904  15.02595  5.64491
H  16.06674  16.61927  13.16868
H  18.23174  15.12475  4.97795
H  16.82445  11.92119  17.54789
H  12.50840  19.23518  10.79882
H  16.71156  14.38614  12.30550
H  17.95119  9.28643  12.23066
H  19.26283  9.11686  10.97679
H  10.44777  11.47336  12.73963
H  10.11809  15.58590  11.43618
H  11.50135  18.36675  12.05239
H  13.95103  17.70320  12.26651
H  17.86082  15.85774  6.48225
H  18.45855  7.70632  11.72854
H  11.20617  11.49463  6.45616
H  10.50855  9.85422  5.87768
H  10.05022  13.20112  12.80793
H  11.37875  14.73588  14.19725
H  12.67628  16.05723  7.97986
H  13.78073  14.54291  15.37235

Output
charge	+2
M	988.03	u
DFT total energy	-6218.29433	Ha
gap between HOMO and LUMO	7.76	eV
energy above the lowest of the compared OMol25 structures with the same formula, charge and spin	3.5	kcal per mole